Computed, not measured: the molecule C6H10N4, with wB97M-V/def2-TZVPD.

Last columns: bonded neighbours and bond lengths (Å).
CARTESIAN COORDINATES (ANGSTROEM)
1 C -1.122 0.736 1.012  C2 1.364, C3 1.520, C5 1.483
2 C -0.505 -0.114 0.141  C1 1.364, N9 1.360
3 C -0.490 2.118 1.045  C1 1.520, C4 1.528, H11 1.092, H12 1.093
4 C 0.410 2.071 -0.189  C3 1.528, N9 1.472, H13 1.094, H14 1.090
5 C -2.234 0.349 1.915  C1 1.483, H15 1.089, H16 1.092, H17 1.087
6 C 1.629 -3.238 -1.768  N10 1.426, H18 1.092, H19 1.093, H20 1.090
7 N 1.295 0.224 -1.377  N8 1.255, N9 1.300
8 N 1.410 -0.963 -1.765  N7 1.255, N10 1.246
9 N 0.465 0.626 -0.460  C2 1.360, C4 1.472, N7 1.300
10 N 1.547 -1.993 -1.077  C6 1.426, N8 1.246
11 H -1.255 2.896 1.001  C3 1.092
12 H 0.095 2.271 1.955  C3 1.093
13 H -0.026 2.597 -1.043  C4 1.094
14 H 1.428 2.430 -0.033  C4 1.090
15 H -2.123 -0.696 2.198  C5 1.089
16 H -3.184 0.440 1.385  C5 1.092
17 H -2.274 0.972 2.805  C5 1.087
18 H 0.769 -3.841 -1.470  C6 1.092
19 H 1.641 -3.133 -2.856  C6 1.093
20 H 2.524 -3.752 -1.421  C6 1.090

- strongest force on any atom (eV Å⁻¹) = 4.32
- gap between HOMO and LUMO (spin up / spin down) (eV) = 6.84 / 7.08
- E_LUMO (spin up / spin down) (eV) = -0.9 / -0.7
- ΔE to the lowest compared entry with this formula, charge and spin (eV) = 6.2306